Run i
Here is 2 unconnected molecules or ions with the total composition C7H17N2S from OMol25. Energies are from ωB97M-V with the def2-TZVPD basis set.

Its molar mass is 161.294 g mol⁻¹. For the lowest unoccupied orbital energy (alpha / beta), the calculation gives -5.77 / -4.36 eV. As for the net charge: +1.

Atoms and positions in Å:
C  -1.134  -0.295  -0.112
C  3.537  0.699  -1.674
C  -3.558  0.116  -0.307
C  -1.918  1.827  -0.620
C  0.521  -1.700  0.894
C  -1.727  -1.252  1.952
C  4.465  0.493  -0.407
N  -2.184  0.492  -0.157
N  -0.850  -1.227  0.811
S  3.261  0.272  0.873
H  3.597  1.645  -2.205
H  3.855  -0.061  -2.419
H  2.408  0.549  -1.480
H  -3.768  -1.007  -0.153
H  -4.113  0.756  0.488
H  -3.868  0.417  -1.321
H  -1.643  1.925  -1.707
H  -2.803  2.429  -0.467
H  -1.080  2.266  -0.128
H  1.033  -1.577  1.841
H  1.126  -1.221  0.159
H  0.875  -2.748  0.611
H  -2.727  -1.581  1.378
H  -1.852  -0.208  2.359
H  -1.544  -2.018  2.606
H  5.008  1.490  -0.180
H  5.084  -0.481  -0.635

---

Run ii
Here is 2 unconnected molecules or ions with the total composition C7H17N2S from OMol25. Energies are from ωB97M-V with the def2-TZVPD basis set.

Its molar mass is 161.294 g mol⁻¹. For the lowest unoccupied orbital energy, the calculation gives -3.37 eV. As for the net charge: +1.

Atoms and positions in Å:
C  -0.831  -1.500  1.057
C  -2.247  -1.580  0.504
C  -2.349  -1.856  -0.994
N  -1.251  -1.256  -1.805
S  -1.409  0.310  -2.336
C  -0.518  1.390  -1.193
C  0.960  1.006  -1.093
H  -0.301  -2.443  0.905
H  -0.851  -1.287  2.124
H  -0.233  -0.726  0.573
H  -2.837  -0.698  0.771
H  -2.758  -2.410  0.999
H  -3.312  -1.527  -1.398
H  -2.278  -2.924  -1.200
H  -1.034  -1.818  -2.622
H  -2.654  0.560  -1.877
H  -1.038  1.396  -0.237
H  -0.661  2.364  -1.670
H  1.225  0.919  -0.044
H  1.586  1.783  -1.527
H  1.195  0.055  -1.575
C  4.040  1.497  2.193
C  2.743  2.118  1.936
N  1.719  2.594  1.728
H  3.899  0.450  2.452
H  4.666  1.577  1.306
H  4.529  2.007  3.021

---

Stability check: which of them is most stable? run ii.

---

Run i
Here is 2 unconnected molecules or ions with the total composition C7H19N2O from OMol25. Energies are from ωB97M-V with the def2-TZVPD basis set.

Its molar mass is 147.242 g mol⁻¹. For the lowest unoccupied orbital energy, the calculation gives -2.70 eV. As for the net charge: +1.

Atoms and positions in Å:
C  -1.683  1.520  -2.046
C  1.875  -2.087  -0.907
C  -0.389  -2.685  -0.518
C  -1.643  2.081  -0.656
C  -0.360  1.589  0.064
C  0.787  -1.968  0.121
C  0.610  -0.559  0.718
N  1.255  -0.085  1.746
N  -0.232  0.207  0.016
O  0.190  2.193  3.014
H  -2.196  0.515  -2.087
H  -2.295  2.211  -2.657
H  -0.653  1.197  -2.388
H  3.004  -1.982  -0.478
H  1.907  -3.119  -1.283
H  1.750  -1.295  -1.526
H  -1.273  -2.601  -0.008
H  -0.257  -3.697  -0.679
H  -0.587  -2.358  -1.506
H  -2.414  1.737  -0.011
H  -1.698  3.214  -0.696
H  0.476  2.007  -0.606
H  -0.414  1.808  1.080
H  0.978  -2.641  0.983
H  2.166  -0.427  2.077
H  1.070  0.847  1.974
H  -0.341  2.262  3.779
H  -0.733  -0.325  -0.732
H  1.101  2.442  3.213

---

Run ii
Here is a gas-phase ion, C7H19N2O (charge +1) from OMol25. Energies are from ωB97M-V with the def2-TZVPD basis set.

As for the SMILES: CCC(CC)[C@H]([NH3+])NOC. Its molar mass is 147.242 g mol⁻¹. For the lowest unoccupied orbital energy, the calculation gives -3.33 eV. As for the net charge: +1.

Atoms and positions in Å:
C  2.777  -0.022  -1.042
C  2.043  -0.095  0.280
C  0.770  0.676  0.265
C  -0.020  0.577  1.639
C  0.305  1.840  2.541
C  -0.179  0.142  -0.821
N  -1.300  1.043  -0.968
N  -1.018  -1.147  -0.304
O  -1.387  -1.836  -1.483
C  -2.674  -2.413  -1.199
H  2.255  -0.540  -1.883
H  3.734  -0.480  -0.849
H  2.809  0.987  -1.296
H  2.575  0.387  1.066
H  1.991  -1.064  0.476
H  1.074  1.740  -0.103
H  -1.092  0.442  1.475
H  0.254  -0.359  2.016
H  -0.104  2.656  2.079
H  1.351  1.852  2.493
H  -0.226  1.637  3.469
H  0.311  -0.179  -1.687
H  -1.772  0.762  -1.846
H  -1.953  0.823  -0.121
H  -1.000  2.092  -0.883
H  -0.443  -1.763  0.218
H  -2.977  -2.880  -2.076
H  -3.412  -1.678  -0.944
H  -2.693  -3.198  -0.513

---

Stability check: which of them is most stable? run i.

---

Run i
Here is a gas-phase ion, C5H8NO2 (charge -1) from OMol25. Energies are from ωB97M-V with the def2-TZVPD basis set.

As for the SMILES: C=C[C@@]1([O-])CCN1O. Its molar mass is 114.124 g mol⁻¹. For the lowest unoccupied orbital energy, the calculation gives 4.26 eV. As for the net charge: -1.

Atoms and positions in Å:
C  2.483  -0.072  -0.954
C  1.406  0.553  -0.590
C  0.296  -0.157  0.210
O  0.416  -1.364  0.511
C  -0.504  0.697  1.179
C  -1.830  0.220  0.569
N  -1.154  -0.080  -0.710
O  -1.396  -1.459  -1.108
H  3.265  0.400  -1.635
H  2.492  -1.164  -0.837
H  1.298  1.631  -0.586
H  -0.569  1.768  0.902
H  -0.634  0.581  2.300
H  -2.324  -0.671  0.988
H  -2.596  0.997  0.391
H  -0.650  -1.880  -0.630

---

Run ii
Here is a molecular structure, C5H8NO2 from OMol25. Energies are from ωB97M-V with the def2-TZVPD basis set.

Its molar mass is 114.124 g mol⁻¹. For the lowest unoccupied orbital energy (alpha / beta), the calculation gives 4.06 / 4.08 eV. As for the net charge: -1.

Atoms and positions in Å:
C  0.847  -0.416  1.123
C  1.241  1.448  0.436
C  -0.388  -0.120  -1.149
C  0.068  0.435  0.181
C  -0.923  -1.567  -1.036
N  -1.362  0.715  0.494
O  -1.640  1.962  0.280
O  1.979  0.435  1.005
H  0.494  -0.499  2.136
H  1.053  -1.463  0.692
H  1.689  1.956  -0.357
H  0.710  2.167  1.203
H  -0.733  0.520  -1.903
H  -1.863  -1.536  -0.656
H  -0.234  -2.114  -0.445
H  -0.940  -1.923  -2.003

---

Stability check: which of them is most stable? run i.

---

Run i
Here is a molecular structure, C8H11AsF6N2O2Te4V from OMol25. Energies are from ωB97M-V with the def2-TZVPD basis set.

Its molar mass is 917.442 g mol⁻¹. For the lowest unoccupied orbital energy (alpha / beta), the calculation gives 3.71 / 2.96 eV. The expectation value of S² is 3.790. As for the spin multiplicity: 4. As for the net charge: -2.

Atoms and positions in Å:
V  -1.605  2.913  -0.411
N  -3.262  2.906  1.036
C  -2.532  1.663  1.418
O  -1.998  1.174  0.235
C  -1.374  2.076  2.377
C  -0.708  3.300  1.540
H  -3.944  2.627  0.386
H  -3.832  3.383  1.735
H  -0.695  1.163  2.542
H  -1.784  2.416  3.324
H  0.378  3.194  1.463
H  -1.026  4.263  1.958
Te  0.458  -0.537  -6.128
Te  1.738  -2.120  -4.662
Te  -2.019  2.278  -4.711
Te  -1.973  -0.397  -4.682
O  -1.662  -4.389  0.007
N  -0.750  -3.558  -0.157
C  0.399  -3.780  -0.922
C  1.425  -2.833  -1.130
C  1.243  -1.558  -0.595
C  0.115  -1.330  0.145
C  -0.852  -2.324  0.375
H  0.575  -4.828  -1.046
H  2.369  -3.171  -1.458
H  2.091  -0.885  -0.687
H  -0.075  -0.464  0.781
H  -1.678  -2.170  1.124
F  -1.857  4.430  -1.370
As  4.919  -0.405  0.975
F  -3.373  0.725  2.152
F  4.921  -1.324  2.459
F  6.305  -1.069  -0.131
F  3.871  -1.926  0.177
F  6.191  0.556  1.881

---

Run ii
Here is a molecular structure, C8H11AsF6N2O2Te4V from OMol25. Energies are from ωB97M-V with the def2-TZVPD basis set.

Its molar mass is 917.442 g mol⁻¹. For the lowest unoccupied orbital energy (alpha / beta), the calculation gives 4.11 / 4.10 eV. The expectation value of S² is 3.763. As for the spin multiplicity: 4. As for the net charge: -2.

Atoms and positions in Å:
V  0.126  -0.875  -1.862
N  1.833  1.501  0.625
C  1.609  0.998  -0.581
O  1.990  -0.203  -0.804
C  0.796  1.847  -1.507
C  -0.170  1.181  -2.466
H  2.285  0.910  1.307
H  1.434  2.369  0.974
H  1.526  2.392  -2.112
H  0.296  2.704  -0.908
H  0.158  1.301  -3.498
H  -1.208  1.565  -2.344
Te  -1.876  4.897  3.684
Te  -1.854  3.805  1.260
Te  -2.175  1.674  6.436
Te  -0.524  3.152  5.082
O  -0.926  -1.498  -0.235
N  -0.713  -1.126  1.077
C  -1.319  -0.031  1.492
C  -1.189  0.323  2.870
C  -0.498  -0.450  3.749
C  0.164  -1.583  3.232
C  -0.046  -1.877  1.911
H  -1.833  0.628  0.786
H  -1.609  1.203  3.306
H  -0.456  -0.079  4.731
H  0.903  -2.114  3.818
H  0.453  -2.805  1.439
F  1.093  -1.352  -3.952
As  0.362  -2.828  -4.507
F  0.893  -3.588  -3.024
F  1.893  -3.398  -5.200
F  -0.246  -4.335  -4.920
F  0.090  -2.066  -5.980
F  -1.261  -2.242  -3.878

---

Stability check: which of them is most stable? run ii.